(1)
Entry from the Open Molecules 2025 dataset: the ion C3H9N2 with charge +1 at a distorted geometry (wB97M-V/def2-TZVPD).

## Properties
**Spin multiplicity**: 1
**LUMO**: -5.37 eV
**Total charge**: +1
**SMILES**: C=[NH+]CNC
**ΔE to the lowest compared entry with this formula, charge and spin**: 2.588 eV
**HOMO level**: -14.10 eV

CARTESIAN COORDINATES (ANGSTROEM)
C (0.114, 0.828, -0.188)
C (2.587, -0.081, -0.068)
C (-1.978, -0.558, -0.050)
N (1.308, -0.111, 0.201)
N (-1.145, 0.533, 0.391)
H (0.579, 1.718, 0.217)
H (0.109, 0.851, -1.287)
H (3.032, 0.816, -0.454)
H (3.291, -0.818, 0.419)
H (-2.882, -0.196, 0.206)
H (-1.996, -0.332, -1.087)
H (-1.804, -1.668, 0.154)
H (0.905, -0.799, 0.824)
H (-1.257, 0.719, 1.362)



(2)
Entry from the Open Molecules 2025 dataset: a cluster of 2 separate species, C3H9N2 in total at a distorted geometry (wB97M-V/def2-TZVPD).

## Properties
**Spin multiplicity**: 1
**LUMO**: -5.29 eV
**Total charge**: +1
**ΔE to the lowest compared entry with this formula, charge and spin**: 2.975 eV
**HOMO level**: -12.98 eV

CARTESIAN COORDINATES (ANGSTROEM)
C (-0.184, -0.430, 1.879)
N (0.128, 0.815, 1.667)
H (0.392, -1.338, 1.769)
H (-1.339, -0.684, 2.073)
H (-0.628, 1.499, 1.633)
H (1.065, 1.083, 1.396)
C (0.324, -1.186, -0.669)
C (0.530, -0.127, -1.474)
N (-0.401, 1.010, -1.562)
H (-0.715, -1.236, -0.174)
H (0.858, -2.086, -0.631)
H (1.417, 0.114, -1.984)
H (-1.283, 0.626, -1.892)
H (-0.163, 1.940, -2.031)



(3)
Entry from the Open Molecules 2025 dataset: the ion C3H9N2 with charge +1 at a distorted geometry (wB97M-V/def2-TZVPD).

## Properties
**Spin multiplicity**: 3
**Expectation value of S²**: 2.012
**LUMO (spin up / spin down)**: -3.61 / -7.00 eV
**Total charge**: +1
**ΔE to the lowest compared entry with this formula, charge and spin**: 3.590 eV
**HOMO level (spin up / spin down)**: -10.04 / -13.58 eV

CARTESIAN COORDINATES (ANGSTROEM)
C (-0.054, 0.514, -0.039)
C (-1.409, 0.898, 0.239)
C (2.445, -0.306, 0.026)
N (1.646, 0.742, -0.310)
N (-2.469, -0.169, -0.159)
H (1.829, 1.698, 0.120)
H (-0.045, -0.582, -0.248)
H (-1.692, 1.945, 0.414)
H (2.585, -0.540, 1.048)
H (2.143, -1.196, -0.418)
H (3.427, -0.128, -0.460)
H (-3.570, -0.277, 0.063)
H (-1.874, -1.033, 0.111)
H (-2.600, -0.177, -1.182)



(4)
Entry from the Open Molecules 2025 dataset: a cluster of 2 separate species, C3H9N2O in total at a distorted geometry (wB97M-V/def2-TZVPD).

## Properties
**Spin multiplicity**: 1
**LUMO**: -4.44 eV
**Total charge**: +1
**ΔE to the lowest compared entry with this formula, charge and spin**: 3.154 eV
**HOMO level**: -15.04 eV

CARTESIAN COORDINATES (ANGSTROEM)
C (-0.348, -1.391, 0.366)
C (1.027, 0.833, -0.825)
C (-0.216, 1.231, 1.079)
N (-0.989, -2.276, -0.421)
N (-0.222, 0.624, -0.270)
O (0.214, -1.264, 1.370)
H (-1.062, 0.945, -0.821)
H (1.288, 1.786, -1.216)
H (1.833, 0.650, -0.026)
H (1.140, 0.257, -1.828)
H (0.256, 2.151, 1.026)
H (-1.164, 1.312, 1.549)
H (0.356, 0.494, 1.714)
H (-0.480, -3.221, -0.469)
H (-1.633, -2.132, -1.228)



(5)
Entry from the Open Molecules 2025 dataset: a cluster of 2 separate species, C3H9N2O in total at a distorted geometry (wB97M-V/def2-TZVPD).

## Properties
**Spin multiplicity**: 1
**LUMO**: -4.65 eV
**Total charge**: +1
**ΔE to the lowest compared entry with this formula, charge and spin**: 5.652 eV
**HOMO level**: -13.25 eV

CARTESIAN COORDINATES (ANGSTROEM)
C (-1.079, 0.731, -1.237)
C (0.328, 1.154, 0.700)
C (1.153, -0.853, 0.416)
N (-0.868, 0.895, 0.091)
N (0.369, -1.522, -0.458)
O (-1.996, 0.461, 0.855)
H (-2.087, 0.591, -1.534)
H (-0.235, 0.957, -1.796)
H (0.280, 1.270, 1.849)
H (1.055, 1.761, 0.286)
H (0.868, -1.043, 1.447)
H (2.189, -0.628, 0.390)
H (0.475, -1.558, -1.411)
H (-2.417, 1.151, 1.398)
H (-0.477, -1.703, -0.130)



(6)
Entry from the Open Molecules 2025 dataset: the ion C3H9N2O with charge +1 at a distorted geometry (wB97M-V/def2-TZVPD).

## Properties
**Spin multiplicity**: 1
**LUMO**: -3.67 eV
**Total charge**: +1
**SMILES**: C/C=[NH+]/OCN
**ΔE to the lowest compared entry with this formula, charge and spin**: 4.342 eV
**HOMO level**: -14.78 eV

CARTESIAN COORDINATES (ANGSTROEM)
C (-1.258, -0.453, -1.068)
C (-2.394, -0.842, -0.156)
C (2.095, 0.786, 0.031)
N (-0.187, -0.034, -0.514)
N (1.641, 0.440, 1.321)
O (1.049, 0.061, -0.997)
H (-1.117, -0.639, -2.162)
H (-2.311, -0.665, 0.929)
H (-2.756, -1.787, -0.526)
H (-3.255, -0.314, -0.419)
H (2.112, 1.782, -0.339)
H (2.913, 0.420, -0.465)
H (1.122, 1.081, 1.873)
H (-0.091, 0.118, 0.624)
H (2.440, 0.046, 1.868)



(7)
Entry from the Open Molecules 2025 dataset: the ion C3H9N2O with charge +1 at a distorted geometry (wB97M-V/def2-TZVPD).

## Properties
**Spin multiplicity**: 1
**LUMO**: -3.33 eV
**Total charge**: +1
**SMILES**: N[C@H]1[NH2+]CCO1
**ΔE to the lowest compared entry with this formula, charge and spin**: 2.319 eV
**HOMO level**: -14.93 eV

CARTESIAN COORDINATES (ANGSTROEM)
C (-1.399, 0.267, -0.203)
C (-0.807, -1.152, -0.357)
C (1.042, -0.097, 0.474)
N (1.875, 0.177, -0.541)
N (-0.400, 0.925, 0.694)
O (0.345, -1.259, 0.455)
H (-1.285, 0.905, -1.084)
H (-2.340, 0.438, 0.394)
H (-1.442, -2.084, -0.061)
H (-0.535, -1.297, -1.397)
H (1.431, -0.074, 1.498)
H (1.716, -0.017, -1.545)
H (2.598, 0.783, -0.381)
H (-0.130, 1.851, 0.454)
H (-0.669, 0.633, 1.602)



(8)
Entry from the Open Molecules 2025 dataset: a structure of composition C3H9N2O at a distorted geometry (wB97M-V/def2-TZVPD).

## Properties
**Spin multiplicity**: 1
**LUMO**: -3.70 eV
**Total charge**: +1
**ΔE to the lowest compared entry with this formula, charge and spin**: 3.959 eV
**HOMO level**: -14.16 eV

CARTESIAN COORDINATES (ANGSTROEM)
C (-1.102, 0.556, -0.365)
C (0.272, 0.295, 0.177)
C (1.528, 0.872, -0.469)
N (-2.194, -0.253, -0.221)
N (0.543, -1.261, 0.525)
O (-0.192, 0.827, 1.214)
H (-1.357, 1.540, -0.573)
H (1.566, 2.006, -0.798)
H (1.985, 0.358, -1.434)
H (2.441, 0.904, 0.167)
H (-2.159, -1.347, -0.133)
H (-3.036, 0.159, -0.175)
H (1.631, -1.353, 0.718)
H (0.109, -1.925, 0.010)
H (-0.035, -1.379, 1.357)



(9)
Entry from the Open Molecules 2025 dataset: a structure of composition C3H9N2O at a distorted geometry (wB97M-V/def2-TZVPD).

## Properties
**Spin multiplicity**: 1
**LUMO**: -3.82 eV
**Total charge**: +1
**ΔE to the lowest compared entry with this formula, charge and spin**: 5.548 eV
**HOMO level**: -13.82 eV

CARTESIAN COORDINATES (ANGSTROEM)
C (-2.124, 0.747, -1.377)
C (1.889, -1.541, 1.582)
C (0.576, 0.841, -0.684)
N (0.850, -0.754, 1.086)
N (1.089, 0.134, 0.170)
O (-1.117, 1.429, -0.498)
H (-3.055, 0.325, -0.850)
H (2.859, -1.112, 1.908)
H (1.605, -2.205, 2.409)
H (2.194, -2.254, 0.787)
H (-1.762, -0.212, -1.809)
H (-2.733, 1.469, -1.971)
H (0.918, 1.446, -1.503)
H (-0.120, -0.660, 1.484)
H (-1.069, 2.346, -0.731)



(10)
Entry from the Open Molecules 2025 dataset: a cluster of 2 separate species, C3H9N2O in total at a distorted geometry (wB97M-V/def2-TZVPD).

## Properties
**Spin multiplicity**: 1
**LUMO**: -5.38 eV
**Total charge**: +1
**ΔE to the lowest compared entry with this formula, charge and spin**: 3.095 eV
**HOMO level**: -11.67 eV

CARTESIAN COORDINATES (ANGSTROEM)
C (2.309, 0.243, -0.374)
C (-2.383, -1.172, 0.101)
C (-1.414, -0.293, 0.046)
N (-0.931, 0.245, -1.153)
N (2.230, 0.946, 0.661)
O (-0.679, 0.113, 1.089)
H (3.141, -0.580, -0.494)
H (1.695, 0.268, -1.240)
H (-2.478, -1.824, 0.934)
H (-2.855, -1.584, -0.810)
H (-1.547, 0.164, -1.996)
H (-0.633, 1.178, -0.870)
H (3.047, 0.922, 1.308)
H (1.560, 1.689, 0.840)
H (-1.062, -0.314, 1.958)